# C63H106Cl12N13O6S

17 unconnected molecules or ions with the total composition C63H106Cl12N13O6S (wB97M-V/def2-TZVPD, OMol25).

Last column: Mulliken charge in e.
Geometry (Å):
C: 0.81 -0.81 -3.04  0.12
O: 1.51 -0.85 -1.75  0.71
C: 1.55 -2.14 -1.07  -0.09
C: 2.33 -2.01 0.24  1.36
N: 1.76 -0.93 1.23  1.39
H: 2.42 -0.67 1.95  0.52
H: 1.48 -0.09 0.75  -0.04
C: 0.44 -1.40 1.91  0.53
C: -0.60 -0.24 2.31  1.17
O: -0.93 0.46 1.10  0.48
C: -1.89 1.51 1.17  -1.23
H: 1.17 -1.50 -3.81  0.36
H: 0.78 0.16 -3.53  -0.51
H: -0.25 -1.00 -2.94  -0.33
H: 2.00 -2.92 -1.68  -0.08
H: 0.53 -2.44 -0.85  -0.26
H: 3.37 -1.75 0.05  -0.65
H: 2.33 -2.91 0.86  -0.31
H: 0.61 -2.12 2.70  -0.21
H: -0.02 -1.98 1.11  -0.90
H: -0.12 0.41 3.03  -0.11
H: -1.55 -0.50 2.79  -1.17
H: -2.83 1.11 1.54  0.24
H: -2.20 1.89 0.20  0.31
H: -1.60 2.40 1.73  0.19
S: 3.21 -0.02 4.76  1.11
O: 3.08 0.09 3.30  -1.31
O: 1.87 -0.01 5.31  -1.23
O: 3.78 -1.29 5.18  -1.03
O: 4.02 1.06 5.27  -0.81
C: -8.34 3.39 -3.32  -1.24
C: -7.14 3.87 -2.39  -0.93
N: -6.05 2.95 -2.28  0.83
C: -5.39 2.64 -3.55  0.76
C: -4.64 3.86 -4.10  -1.35
C: -6.47 1.73 -1.56  -1.27
C: -5.33 0.95 -1.02  -0.34
H: -8.61 2.34 -3.23  0.26
H: -8.00 3.53 -4.35  0.30
H: -9.23 3.99 -3.14  0.42
H: -6.87 4.89 -2.64  0.54
H: -7.59 4.01 -1.40  0.45
H: -4.68 1.83 -3.39  -0.98
H: -6.13 2.34 -4.29  0.34
H: -3.99 3.64 -4.95  0.47
H: -5.31 4.63 -4.48  0.36
H: -3.99 4.29 -3.35  0.19
H: -7.22 1.17 -2.11  0.37
H: -7.06 1.98 -0.67  0.56
H: -4.89 0.33 -1.80  0.03
H: -5.66 0.21 -0.29  0.63
H: -4.64 1.60 -0.49  -0.40
C: -3.85 -4.48 3.20  -1.76
C: -2.63 -3.58 2.88  0.76
N: -2.23 -3.44 1.40  1.27
C: -3.23 -2.53 0.83  -0.73
C: -2.84 -2.05 -0.62  0.79
C: -2.33 -4.74 0.64  -0.54
C: -1.03 -5.56 0.86  -0.71
H: -4.73 -4.11 2.68  0.40
H: -4.14 -4.46 4.25  0.39
H: -3.81 -5.51 2.84  0.39
H: -2.82 -2.60 3.30  -0.51
H: -1.81 -3.96 3.50  -0.06
H: -4.24 -2.94 0.82  0.48
H: -3.21 -1.62 1.43  0.18
H: -3.51 -1.38 -1.15  -0.49
H: -1.87 -1.56 -0.58  -0.28
H: -2.69 -2.78 -1.43  -0.28
H: -2.49 -4.64 -0.43  0.11
H: -3.16 -5.33 1.04  0.18
H: -1.12 -6.58 0.48  0.54
H: -0.81 -5.68 1.92  0.29
H: -0.21 -5.02 0.38  -0.16
C: 6.10 -1.25 -0.89  -1.48
C: 5.37 0.11 -0.97  0.30
N: 5.94 1.14 -1.81  0.75
C: 7.35 1.37 -1.74  -1.27
C: 7.88 1.82 -0.30  -1.04
C: 5.03 2.30 -1.82  1.28
C: 5.40 3.27 -2.94  -1.59
H: 7.07 -1.14 -0.40  0.38
H: 6.20 -1.70 -1.87  0.11
H: 5.65 -2.00 -0.23  0.38
H: 4.30 0.03 -1.15  -0.34
H: 5.34 0.47 0.05  0.40
H: 7.90 0.56 -2.21  0.44
H: 7.57 2.18 -2.44  0.65
H: 8.96 1.95 -0.38  0.49
H: 7.36 2.68 0.14  0.08
H: 7.78 0.93 0.33  0.23
H: 5.15 2.75 -0.84  -0.27
H: 4.00 1.96 -1.93  -0.43
H: 6.25 3.91 -2.73  0.45
H: 4.58 3.96 -3.15  0.36
H: 5.54 2.65 -3.83  0.22
C: -1.60 -5.21 -3.90  0.08
Cl: -3.21 -4.45 -3.49  -0.11
Cl: -0.35 -3.93 -3.86  0.07
Cl: -1.28 -6.57 -2.82  -0.07
Cl: -1.74 -5.83 -5.51  -0.09
C: 0.21 4.24 -1.04  -0.25
Cl: 1.58 5.04 -1.78  0.02
Cl: 0.01 4.78 0.62  0.02
Cl: -1.23 4.65 -1.87  -0.02
Cl: 0.29 2.48 -1.08  0.17
C: 3.22 -6.52 -2.56  0.14
Cl: 2.03 -6.49 -1.25  0.00
Cl: 3.97 -4.92 -2.64  -0.01
Cl: 4.44 -7.72 -2.27  -0.10
Cl: 2.36 -6.82 -4.04  -0.09
N: 0.45 -2.27 5.96  0.37
C: 0.83 -3.48 6.43  -0.74
C: -0.35 -4.22 6.64  -0.85
C: -1.41 -3.45 6.25  -0.36
C: -0.91 -2.26 5.78  -0.78
H: 1.00 -1.42 5.88  0.38
H: 1.82 -3.76 6.75  0.50
H: -0.38 -5.15 7.18  0.44
H: -2.42 -3.75 6.48  0.50
H: -1.49 -1.41 5.44  0.74
N: 4.15 2.40 2.21  0.80
C: 5.38 2.93 1.78  -0.59
C: 5.11 4.14 1.20  -1.18
C: 3.71 4.24 1.16  -0.60
C: 3.19 3.24 1.93  -0.55
H: 3.99 1.50 2.65  0.28
H: 6.29 2.41 2.04  0.65
H: 5.76 4.89 0.80  0.39
H: 3.13 5.01 0.67  0.48
H: 2.16 2.98 2.10  0.67
N: -5.38 -0.13 6.48  0.04
C: -4.52 -0.94 5.74  -1.18
C: -3.78 -0.07 4.89  1.23
C: -4.24 1.22 5.13  -1.16
C: -5.23 1.17 6.08  -0.90
H: -5.95 -0.48 7.24  0.21
H: -4.52 -2.01 5.90  0.42
H: -3.04 -0.35 4.16  0.35
H: -3.80 2.11 4.71  0.68
H: -5.90 1.91 6.50  0.45
N: 1.98 2.58 -6.40  0.08
C: 0.99 3.36 -5.88  -1.08
C: 0.91 3.21 -4.55  -0.55
C: 1.89 2.28 -4.15  1.49
C: 2.58 1.92 -5.30  -1.36
H: 2.29 2.50 -7.36  0.20
H: 0.43 3.98 -6.57  0.47
H: 0.23 3.74 -3.91  0.23
H: 2.01 2.06 -3.10  0.08
H: 3.37 1.20 -5.48  0.38
N: 0.11 2.12 5.01  0.40
C: -1.16 2.15 5.50  -0.54
C: -1.65 3.45 5.29  -0.95
C: -0.65 4.16 4.61  -0.91
C: 0.44 3.34 4.48  -0.74
H: 0.82 1.43 5.21  0.17
H: -1.58 1.30 6.01  0.84
H: -2.60 3.84 5.62  0.65
H: -0.70 5.23 4.42  0.51
H: 1.46 3.53 4.17  0.77
N: -4.49 4.23 -0.08  0.52
C: -4.54 3.73 1.24  -0.61
C: -3.98 4.75 2.00  -0.44
C: -3.49 5.75 1.16  -1.01
C: -3.94 5.44 -0.09  -0.56
H: -4.75 3.81 -0.96  0.02
H: -4.91 2.73 1.45  0.57
H: -3.88 4.72 3.07  0.44
H: -3.05 6.68 1.50  0.48
H: -3.77 6.08 -0.94  0.53
N: 3.16 -3.33 3.45  0.48
C: 2.15 -4.24 3.32  -0.62
C: 2.47 -5.13 2.32  -0.44
C: 3.75 -4.83 1.87  -1.10
C: 4.13 -3.70 2.55  -0.50
H: 3.27 -2.58 4.12  0.31
H: 1.33 -4.23 4.02  0.13
H: 1.89 -5.99 2.01  0.64
H: 4.25 -5.41 1.11  0.53
H: 5.04 -3.12 2.46  0.58
N: -1.61 -0.82 -5.92  0.20
C: -2.40 -1.58 -5.09  -1.79
C: -2.94 -0.76 -4.04  -0.02
C: -2.43 0.51 -4.29  0.44
C: -1.66 0.48 -5.43  -1.54
H: -1.15 -1.19 -6.74  0.24
H: -2.52 -2.64 -5.27  0.61
H: -3.60 -1.14 -3.28  0.65
H: -2.60 1.40 -3.70  0.69
H: -1.14 1.27 -5.96  0.52
N: 5.16 -0.25 -4.28  0.61
C: 4.39 -1.31 -4.09  -0.84
C: 4.41 -2.11 -5.25  -0.65
C: 5.38 -1.54 -6.07  -0.97
C: 5.74 -0.38 -5.49  -0.65
H: 5.35 0.52 -3.65  0.15
H: 3.79 -1.45 -3.20  0.84
H: 3.74 -2.92 -5.47  0.54
H: 5.69 -1.98 -7.01  0.43
H: 6.43 0.39 -5.81  0.43

Computed properties:
* net charge: -1
* Kohn-Sham gap: 6.57 eV
* HOMO level: -5.41 eV

---

# C19H22N4O

C19H22N4O in the gas phase (wB97M-V/def2-TZVPD, OMol25).

Last column: Mulliken charge in e.
Geometry (Å):
C: 3.10 3.71 1.91  -1.53
C: 3.21 2.79 0.74  1.32
C: 4.26 2.98 -0.19  -1.02
C: 4.40 2.17 -1.27  -1.14
C: 3.50 1.11 -1.49  1.15
C: 3.58 0.24 -2.59  -0.69
C: 2.66 -0.77 -2.74  0.20
C: 2.70 -1.66 -3.83  0.05
N: 2.69 -2.39 -4.71  -0.57
C: 1.63 -0.91 -1.74  0.33
N: 0.75 -1.93 -1.82  -0.12
C: -0.35 -2.05 -0.91  -0.64
C: -1.49 -1.06 -1.25  -0.83
N: -2.53 -1.10 -0.26  -0.01
C: -3.66 -1.83 -0.42  0.27
O: -3.92 -2.42 -1.45  -0.69
C: -4.59 -1.83 0.77  0.22
C: -4.90 -0.44 1.38  -0.83
C: -4.20 -0.85 2.69  -0.47
C: -3.95 -2.25 2.11  -0.78
N: 1.54 -0.10 -0.71  -0.37
C: 2.44 0.90 -0.56  -0.80
C: 2.31 1.76 0.56  1.31
C: 1.19 1.54 1.53  -1.49
H: 3.88 4.46 1.90  0.39
H: 3.17 3.15 2.85  0.32
H: 2.13 4.21 1.91  0.32
H: 4.95 3.79 -0.03  0.34
H: 5.20 2.32 -1.98  0.44
H: 4.37 0.38 -3.32  0.49
H: 0.71 -2.44 -2.70  0.31
H: -0.73 -3.07 -0.94  0.32
H: 0.03 -1.83 0.09  0.31
H: -1.08 -0.05 -1.30  0.40
H: -1.94 -1.33 -2.20  0.31
H: -2.33 -0.70 0.65  0.16
H: -5.48 -2.40 0.50  0.54
H: -5.97 -0.25 1.50  0.28
H: -4.46 0.40 0.85  0.33
H: -3.29 -0.28 2.90  0.22
H: -4.83 -0.82 3.57  0.30
H: -2.91 -2.55 2.05  0.29
H: -4.50 -3.04 2.62  0.27
H: 0.54 2.41 1.57  0.33
H: 1.57 1.36 2.53  0.33
H: 0.61 0.67 1.21  0.13

Computed properties:
* ΔE to the lowest compared entry with this formula, charge and spin: 52.28 kJ/mol
* Kohn-Sham gap: 8.06 eV
* HOMO level: -8.28 eV

---

# C39H71BrCsN5O4S2Si2Te

A molecular structure, C39H71BrCsN5O4S2Si2Te (wB97M-V/def2-TZVPD, OMol25).

Last column: Mulliken charge in e.
Geometry (Å):
Cs: 1.08 1.30 0.42  1.58
C: 2.49 -2.72 1.79  -1.07
N: 2.99 -1.43 1.38  0.70
C: 3.82 -1.53 0.20  -0.97
C: 3.69 -0.74 2.47  -0.96
C: 2.81 -0.53 3.69  0.11
C: 3.27 -1.03 4.91  -0.63
C: 2.52 -0.88 6.07  -0.84
C: 1.29 -0.24 5.98  -0.28
C: 0.85 0.24 4.74  -0.58
C: 1.57 0.14 3.53  0.52
H: 3.31 -3.44 2.00  0.23
H: 1.86 -3.14 0.99  0.28
H: 1.87 -2.61 2.68  0.24
H: 4.74 -2.13 0.37  0.27
H: 4.13 -0.53 -0.12  0.21
H: 3.25 -1.98 -0.61  0.27
H: 4.02 0.23 2.08  0.45
H: 4.60 -1.31 2.75  0.20
H: 4.23 -1.55 4.96  0.24
H: 2.88 -1.26 7.02  0.32
H: 0.68 -0.11 6.87  0.34
H: -0.12 0.73 4.72  -0.15
C: 4.50 -3.51 -6.97  -1.65
C: 4.27 -1.99 -7.05  2.07
C: 3.64 -1.67 -8.41  -1.66
C: 5.63 -1.30 -6.97  -2.22
C: 3.33 -1.55 -5.92  -0.33
C: 3.67 -0.58 -4.98  -0.17
C: 2.78 -0.27 -3.98  -0.43
Br: 3.28 1.06 -2.69  -0.25
C: 1.49 -0.85 -3.77  0.36
O: 0.74 -0.47 -2.82  -0.47
C: 1.16 -1.86 -4.76  -0.52
C: 2.07 -2.14 -5.77  0.38
C: -0.16 -2.65 -4.78  2.29
C: -1.03 -2.51 -3.52  -1.96
C: 0.13 -4.16 -4.94  -1.92
C: -1.00 -2.18 -5.98  -1.68
H: 5.23 -3.84 -7.73  0.45
H: 3.57 -4.06 -7.13  0.32
H: 4.88 -3.78 -5.98  0.34
H: 4.30 -1.97 -9.24  0.45
H: 3.45 -0.59 -8.50  0.34
H: 2.68 -2.18 -8.54  0.30
H: 6.28 -1.69 -7.75  0.45
H: 6.10 -1.48 -6.00  0.40
H: 5.53 -0.22 -7.11  0.37
H: 4.61 -0.05 -5.03  0.46
H: 1.78 -2.89 -6.51  0.10
H: -0.49 -2.81 -2.62  0.53
H: -1.92 -3.14 -3.63  0.48
H: -1.35 -1.48 -3.37  -0.10
H: 0.85 -4.48 -4.18  0.39
H: 0.54 -4.40 -5.93  0.36
H: -0.79 -4.73 -4.81  0.48
H: -1.26 -1.12 -5.86  0.28
H: -1.93 -2.76 -6.06  0.45
H: -0.45 -2.28 -6.92  0.29
C: 1.85 4.48 -2.26  -1.10
S: 1.16 4.33 -0.62  0.93
O: 2.12 3.56 0.17  -0.81
O: 0.98 5.70 -0.17  -0.63
O: -0.09 3.58 -0.79  -0.55
H: 2.92 4.63 -2.16  0.34
H: 1.37 5.34 -2.72  0.34
H: 1.64 3.57 -2.82  0.18
C: -1.74 1.45 -2.60  -0.29
N: -3.21 1.35 -2.36  0.09
C: -4.01 2.09 -3.33  -1.06
C: -3.78 1.21 -1.16  0.53
N: -4.42 1.00 -0.22  -0.58
H: -1.65 1.53 -3.68  0.32
H: -1.19 0.55 -2.30  -0.13
H: -1.26 2.32 -2.14  0.25
H: -3.96 1.60 -4.30  0.25
H: -3.65 3.12 -3.44  0.33
H: -5.05 2.12 -3.00  0.44
C: -2.03 2.55 6.52  -1.12
Si: -3.28 1.53 5.56  0.29
C: -2.79 -0.27 5.57  -0.62
C: -4.92 1.66 6.48  -1.18
C: -3.53 2.17 3.82  -0.92
Te: -1.75 2.03 2.59  -0.36
C: -2.12 3.97 1.76  -0.50
Si: -1.46 5.35 2.84  0.48
C: 0.32 5.04 3.31  -0.73
C: -2.48 5.51 4.43  -0.59
C: -1.60 7.01 1.97  -1.05
H: -1.81 2.08 7.48  0.44
H: -2.42 3.56 6.72  0.44
H: -1.09 2.64 5.96  0.30
H: -2.53 -0.60 6.58  0.36
H: -1.92 -0.45 4.94  0.19
H: -3.62 -0.89 5.21  0.05
H: -4.83 1.29 7.51  0.28
H: -5.70 1.08 5.98  0.30
H: -5.26 2.70 6.53  0.28
H: -3.77 3.23 3.86  0.28
H: -4.34 1.66 3.30  0.60
H: -3.19 4.04 1.53  0.53
H: -1.57 3.99 0.81  0.06
H: 0.45 4.09 3.82  0.18
H: 0.71 5.84 3.96  0.34
H: 0.93 5.02 2.40  0.26
H: -2.36 4.62 5.06  -0.44
H: -3.54 5.65 4.22  0.31
H: -2.13 6.38 5.00  0.40
H: -0.78 7.09 1.25  0.25
H: -1.54 7.84 2.68  0.28
H: -2.54 7.10 1.41  0.31
C: -1.26 -5.70 1.44  -0.96
N: -2.26 -4.78 1.92  0.10
C: -3.07 -5.14 3.08  -0.65
C: -3.78 -3.83 3.41  -0.56
N: -2.90 -2.86 2.78  0.10
C: -2.09 -3.41 1.85  -0.37
S: -1.13 -2.58 0.82  0.02
H: -1.74 -6.58 0.99  0.28
H: -0.60 -6.04 2.24  0.32
H: -0.67 -5.19 0.68  0.29
H: -2.43 -5.47 3.91  0.32
H: -3.76 -5.94 2.84  0.36
H: -3.86 -3.66 4.48  0.31
H: -4.79 -3.81 2.97  0.30
H: -3.13 -1.89 2.70  0.10

Computed properties:
* ΔE to the lowest compared entry with this formula, charge and spin: 0.00 kJ/mol
* net charge: -2
* Kohn-Sham gap: 5.02 eV
* HOMO level: -1.36 eV